Below is a 10-piece molecular cluster, C42H90F6N10O19P2S2 overall at a distorted geometry, with properties calculated with wB97M-V/def2-TZVPD.

Kohn-Sham gap = 8.6 eV
E = -155372.4849 eV
Spin multiplicity = 1
HOMO energy = -8.450 eV

Each atom is followed by the atoms it is bonded to, with distances in Å.
Positions of all 171 atoms, in Å:
1 C 1.32096 3.20675 -0.66922  C2 1.514, H10 1.092, H11 1.091, H12 1.095
2 C 0.47711 2.02276 -1.09016  C1 1.514, C3 1.514, N6 1.503, H13 1.087
3 C 1.24919 0.72135 -1.12278  C2 1.514, O4 1.403, H14 1.099, H15 1.094
4 O 0.34367 -0.34894 -1.16591  C3 1.403, C5 1.411
5 C 0.87980 -1.63175 -1.40592  O4 1.411, H16 1.098, H17 1.095, H18 1.086
6 N -0.71369 1.88574 -0.18342  C2 1.503, H7 1.028, H8 1.031, H9 1.022
7 H -0.39387 1.41012 0.67014  N6 1.028
8 H -1.08542 2.80244 0.10632  N6 1.031
9 H -1.46787 1.45785 -0.72485  N6 1.022
10 H 0.74797 4.04527 -0.26746  C1 1.092
11 H 1.89055 3.66779 -1.47748  C1 1.091
12 H 2.07672 3.06713 0.11100  C1 1.095
13 H 0.07620 2.19633 -2.08570  C2 1.087
14 H 1.83523 0.59792 -0.20088  C3 1.099
15 H 1.94538 0.74268 -1.96677  C3 1.094
16 H 1.60843 -1.83017 -0.60855  C5 1.098
17 H 1.39997 -1.71715 -2.36594  C5 1.095
18 H 0.09841 -2.38573 -1.37090  C5 1.086
19 C -0.93751 5.36171 2.22983  F20 1.337, F21 1.326, F22 1.302, S23 1.914
20 F -0.07563 4.34628 2.11627  C19 1.337
21 F -1.15000 5.55566 3.52374  C19 1.326
22 F -0.45376 6.44484 1.69242  C19 1.302
23 S -2.57026 4.76188 1.43028  C19 1.914, O24 1.447, O25 1.437, N26 1.672, S27 2.593
24 O -2.86678 3.49292 2.05951  S23 1.447
25 O -3.53210 5.81361 1.61629  S23 1.437
26 N -2.02238 4.43305 -0.11447  S23 1.672, S27 1.575
27 S -2.45027 5.66568 -0.99725  S23 2.593, N26 1.575, O28 1.437, O29 1.448, C30 1.902
28 O -3.83832 5.54605 -1.34805  S27 1.437
29 O -1.94760 6.96235 -0.59430  S27 1.448
30 C -1.53030 5.21773 -2.60091  S27 1.902, F31 1.326, F32 1.340, F33 1.315
31 F -0.22541 5.37316 -2.42090  C30 1.326
32 F -1.78792 3.94102 -2.91429  C30 1.340
33 F -1.93963 5.94097 -3.62009  C30 1.315
34 N 4.06955 6.32914 -2.80065  C35 1.361, C38 1.362, H39 1.004
35 C 5.32686 6.01638 -3.21753  N34 1.361, C36 1.378, H40 1.076
36 C 5.86766 5.20857 -2.24079  C35 1.378, C37 1.406, H41 1.079
37 C 4.93381 5.06761 -1.19892  C36 1.406, C38 1.387, H42 1.077
38 C 3.78234 5.71714 -1.61820  N34 1.362, C37 1.387, H43 1.079
39 H 3.41161 6.95769 -3.22594  N34 1.004
40 H 5.65536 6.33089 -4.19315  C35 1.076
41 H 6.81624 4.69424 -2.22438  C36 1.079
42 H 5.01815 4.47926 -0.30075  C37 1.077
43 H 2.84182 5.96081 -1.14940  C38 1.079
44 N -0.73803 -5.84384 -1.66890  C45 1.377, C48 1.373, H49 1.001
45 C 0.26946 -5.08548 -2.22326  N44 1.377, C46 1.381, H50 1.079
46 C -0.20662 -4.52573 -3.39199  C45 1.381, C47 1.408, H51 1.078
47 C -1.58496 -4.81006 -3.43992  C46 1.408, C48 1.360, H52 1.078
48 C -1.86499 -5.68521 -2.43751  N44 1.373, C47 1.360, H53 1.079
49 H -0.68468 -6.29508 -0.77695  N44 1.001
50 H 1.24024 -5.12919 -1.75411  C45 1.079
51 H 0.38785 -3.94511 -4.07844  C46 1.078
52 H -2.30819 -4.37990 -4.11379  C47 1.078
53 H -2.82986 -6.02514 -2.09352  C48 1.079
54 O -5.04728 -3.38253 3.25394  P55 1.484
55 P -4.39708 -2.36205 2.39497  O54 1.484, N56 1.673, N59 1.696, N62 1.697
56 N -5.27657 -1.85613 1.06456  P55 1.673, C57 1.465, C58 1.461
57 C -6.59443 -1.24795 1.26178  N56 1.465, H65 1.090, H66 1.090, H67 1.093
58 C -5.26816 -2.87770 0.01960  N56 1.461, H68 1.103, H69 1.088, H70 1.091
59 N -2.89158 -2.85074 1.78661  P55 1.696, C60 1.443, C61 1.451
60 C -2.39348 -4.20409 1.83955  N59 1.443, H71 1.096, H72 1.087, H73 1.101
61 C -2.15262 -1.87443 1.00823  N59 1.451, H74 1.091, H75 1.091, H76 1.102
62 N -4.04835 -0.93353 3.24148  P55 1.697, C63 1.456, C64 1.465
63 C -3.35624 -1.09305 4.51199  N62 1.456, H77 1.098, H78 1.092, H79 1.089
64 C -4.15657 0.40750 2.66091  N62 1.465, H80 1.089, H81 1.091, H82 1.094
65 H -7.28202 -2.01073 1.62626  C57 1.090
66 H -6.92281 -0.66714 0.39962  C57 1.090
67 H -6.49275 -0.44946 2.00088  C57 1.093
68 H -5.72369 -3.82977 0.34049  C58 1.103
69 H -4.28486 -3.16122 -0.34926  C58 1.088
70 H -5.98729 -2.57657 -0.74299  C58 1.091
71 H -1.29908 -4.23052 1.89343  C60 1.096
72 H -2.79099 -4.76345 2.68224  C60 1.087
73 H -2.58804 -4.70758 0.87964  C60 1.101
74 H -1.13251 -2.19947 0.80096  C61 1.091
75 H -2.73084 -1.46024 0.18149  C61 1.091
76 H -1.87495 -1.00643 1.62720  C61 1.102
77 H -2.27045 -1.20998 4.39968  C63 1.098
78 H -3.43270 -0.19726 5.13267  C63 1.092
79 H -3.82550 -1.95085 4.99119  C63 1.089
80 H -4.37889 0.28445 1.60169  C64 1.089
81 H -3.22477 0.95299 2.81793  C64 1.091
82 H -4.99001 0.96620 3.09731  C64 1.094
83 O 0.42605 1.24068 2.23905  P84 1.475
84 P 0.96918 0.67572 3.48902  O83 1.475, N85 1.702, N88 1.670, N91 1.700
85 N 2.30666 1.47957 4.16761  P84 1.702, C86 1.440, C87 1.448
86 C 3.10451 0.78101 5.14219  N85 1.440, H94 1.100, H95 1.089, H96 1.095
87 C 2.28916 2.92637 4.20987  N85 1.448, H97 1.099, H98 1.088, H99 1.090
88 N 1.49186 -0.89637 3.28004  P84 1.670, C89 1.464, C90 1.465
89 C 0.54069 -2.00877 3.25612  N88 1.464, H100 1.088, H101 1.094, H102 1.089
90 C 2.77554 -1.16936 2.62836  N88 1.465, H103 1.094, H104 1.089, H105 1.091
91 N -0.25298 0.63936 4.67013  P84 1.700, C92 1.455, C93 1.469
92 C -0.04321 -0.01570 5.95283  N91 1.455, H106 1.092, H107 1.087, H108 1.103
93 C -1.05685 1.85933 4.82303  N91 1.469, H109 1.089, H110 1.096, H111 1.089
94 H 4.15764 0.79574 4.82623  C86 1.100
95 H 2.92543 -0.28690 5.25711  C86 1.089
96 H 3.06993 1.19427 6.15568  C86 1.095
97 H 1.56976 3.29533 4.95410  C87 1.099
98 H 1.96909 3.36337 3.26589  C87 1.088
99 H 3.26116 3.30312 4.52816  C87 1.090
100 H 0.86193 -2.83406 2.62339  C89 1.088
101 H 0.38175 -2.42099 4.25719  C89 1.094
102 H -0.37972 -1.54655 2.90190  C89 1.089
103 H 2.67645 -1.20997 1.54001  C90 1.094
104 H 3.49175 -0.40083 2.91674  C90 1.089
105 H 3.14745 -2.13610 2.97217  C90 1.091
106 H -0.99825 -0.36609 6.34991  C92 1.092
107 H 0.77138 -0.73231 6.02180  C92 1.087
108 H 0.25310 0.75413 6.68543  C92 1.103
109 H -1.05844 2.40647 3.88097  C93 1.089
110 H -0.59721 2.53235 5.55512  C93 1.096
111 H -2.06554 1.59823 5.13882  C93 1.089
112 C 4.67381 -0.67534 -6.16350  C113 1.512, H119 1.090, H120 1.091, H121 1.094
113 C 3.98997 -1.12919 -4.89336  C112 1.512, O114 1.420, H122 1.094, H123 1.091
114 O 4.34289 -0.24906 -3.83656  C113 1.420, C115 1.345
115 C 4.49638 -0.78407 -2.61167  O114 1.345, O116 1.203, O117 1.310
116 O 4.55625 -1.94647 -2.30609  C115 1.203
117 O 4.56760 0.22746 -1.78206  C115 1.310, C118 1.423
118 C 4.65110 0.02393 -0.37597  O117 1.423, H124 1.088, H125 1.088, H126 1.087
119 H 4.12948 -1.06331 -7.02395  C112 1.090
120 H 5.73429 -0.91425 -6.25378  C112 1.091
121 H 4.66817 0.41670 -6.22410  C112 1.094
122 H 4.34557 -2.15080 -4.73237  C113 1.094
123 H 2.91937 -1.23368 -5.07791  C113 1.091
124 H 4.08593 0.83602 0.07560  C118 1.088
125 H 5.68549 0.08208 -0.04444  C118 1.088
126 H 4.19172 -0.90809 -0.05711  C118 1.087
127 C 0.82998 -7.23508 3.39449  C128 1.529, H134 1.089, H135 1.090, H136 1.085
128 C 0.98026 -6.06536 2.42120  C127 1.529, O129 1.435, H137 1.090, H138 1.091
129 O 2.37578 -5.76663 2.27595  C128 1.435, C130 1.323
130 C 2.69236 -4.82946 1.39676  O129 1.323, O131 1.211, O132 1.334
131 O 1.91394 -4.18650 0.72874  C130 1.211
132 O 4.01639 -4.83551 1.23324  C130 1.334, C133 1.412
133 C 4.58203 -3.82940 0.41966  O132 1.412, H139 1.094, H140 1.091, H141 1.086
134 H -0.13429 -7.69503 3.18287  C127 1.089
135 H 0.76317 -6.79687 4.38994  C127 1.090
136 H 1.65472 -7.93745 3.33301  C127 1.085
137 H 0.44635 -5.19014 2.79242  C128 1.090
138 H 0.57434 -6.30076 1.43572  C128 1.091
139 H 4.44454 -2.81249 0.79818  C133 1.094
140 H 4.08470 -3.86126 -0.55091  C133 1.091
141 H 5.65549 -3.95285 0.31414  C133 1.086
142 C -0.34752 -0.70406 -4.86426  C143 1.537, H149 1.096, H150 1.090, H151 1.088
143 C -0.47459 0.81228 -5.08005  C142 1.537, O144 1.402, H152 1.089, H153 1.092
144 O 0.47905 1.49594 -4.31298  C143 1.402, C145 1.322
145 C 1.64575 1.80202 -4.85322  O144 1.322, O146 1.196, O147 1.338
146 O 1.95078 1.63399 -5.99731  C145 1.196
147 O 2.36966 2.43110 -3.92003  C145 1.338, C148 1.424
148 C 3.68676 2.78936 -4.32456  O147 1.424, H154 1.085, H155 1.089, H156 1.096
149 H -0.51956 -0.87002 -3.79512  C142 1.096
150 H 0.66392 -1.05857 -5.06333  C142 1.090
151 H -1.12145 -1.22239 -5.42682  C142 1.088
152 H -1.50014 1.06291 -4.81190  C143 1.089
153 H -0.39050 0.93742 -6.16121  C143 1.092
154 H 3.88605 2.78391 -5.39108  C148 1.085
155 H 4.45478 2.27009 -3.75374  C148 1.089
156 H 3.84264 3.81596 -3.97535  C148 1.096
157 C -5.66086 2.63374 0.11313  C158 1.531, H164 1.087, H165 1.087, H166 1.091
158 C -4.45502 2.10219 -0.66556  C157 1.531, O159 1.445, H167 1.092, H168 1.091
159 O -4.84323 0.82831 -1.22744  C158 1.445, C160 1.321
160 C -3.85934 0.17487 -1.81958  O159 1.321, O161 1.200, O162 1.333
161 O -2.70419 0.48930 -1.89896  C160 1.200
162 O -4.36514 -0.91721 -2.39149  C160 1.333, C163 1.416
163 C -3.40624 -1.79301 -2.95620  O162 1.416, H169 1.085, H170 1.093, H171 1.093
164 H -5.99292 1.90620 0.84973  C157 1.087
165 H -6.40853 2.93319 -0.61714  C157 1.087
166 H -5.32647 3.51115 0.66787  C157 1.091
167 H -3.58948 2.00791 -0.00684  C158 1.092
168 H -4.14880 2.77638 -1.46622  C158 1.091
169 H -3.78647 -2.68468 -3.44294  C163 1.085
170 H -2.71035 -2.05685 -2.15574  C163 1.093
171 H -2.82451 -1.26213 -3.71431  C163 1.093